Entry 1:
Molecular formula: C12H29B5O24S4
Method: DFT, wB97M-V/def2-TZVPD

Values from the calculation:
Calculated total energy: -3997.777089 Eh
Kohn-Sham gap: 0.3479 Eh
SMILES: CCOCB1OB(CB(O)O)OB(B(O)O)O1.O=S1(=O)OCCO1.O=S1(=O)OCCO1.O=S1(=O)OCCO1.O=S1(=O)OCCO1
ΔE to the lowest compared entry with this formula, charge and spin: 0.000 eV

```
! wB97M-V def2-TZVPD RIJCOSX def2/J DEFGRID3
* xyz 0 1
C -5.077 -1.784 2.561
C -3.697 -1.467 3.117
O -2.803 -1.017 2.104
C -1.873 -1.993 1.640
B -0.772 -1.112 0.943
O 0.472 -0.958 1.551
B 0.842 0.380 1.586
C 1.264 1.112 2.899
B 0.986 0.419 4.289
O 0.044 -0.559 4.404
O 1.664 0.782 5.433
O 0.728 1.073 0.380
B -0.504 0.900 -0.248
B -1.335 2.275 -0.874
O -1.084 2.827 -2.112
O -2.315 2.860 -0.100
O -1.027 -0.384 -0.204
H -5.257 -1.096 1.732
H -5.841 -1.602 3.308
H -5.158 -2.808 2.199
H -3.763 -0.659 3.849
H -3.265 -2.337 3.621
H -2.358 -2.707 0.959
H -1.441 -2.551 2.475
H 2.309 1.434 2.824
H 0.695 2.053 2.899
H -0.248 -0.672 5.315
H 1.992 1.685 5.423
H -0.142 2.792 -2.318
H -2.079 3.710 0.280
O -8.958 -0.947 5.047
S -8.652 -2.087 4.263
O -7.433 -2.785 4.446
O -8.854 -1.701 2.732
C -9.777 -2.600 2.094
C -10.712 -3.006 3.218
O -9.832 -3.155 4.343
H -9.225 -3.451 1.694
H -10.272 -2.062 1.291
H -11.206 -3.958 3.047
H -11.448 -2.232 3.437
O 3.207 4.962 -3.242
S 3.429 3.732 -3.910
O 4.551 2.929 -3.576
O 3.392 3.994 -5.474
C 2.428 3.142 -6.119
C 1.365 2.943 -5.057
O 2.130 2.812 -3.840
H 2.912 2.205 -6.397
H 2.063 3.654 -7.005
H 0.777 2.040 -5.190
H 0.708 3.809 -4.968
O 0.214 -6.379 -0.110
S 1.562 -6.172 -0.499
O 2.357 -7.255 -0.947
O 2.296 -5.383 0.674
C 2.889 -4.169 0.185
C 1.976 -3.764 -0.956
O 1.654 -5.011 -1.589
H 3.902 -4.382 -0.159
H 2.910 -3.444 0.994
H 2.456 -3.118 -1.685
H 1.059 -3.300 -0.587
O 10.949 4.097 -4.300
S 9.777 3.328 -4.079
O 9.680 2.008 -4.588
O 8.524 4.198 -4.529
C 7.579 4.335 -3.451
C 8.449 4.290 -2.211
O 9.425 3.283 -2.526
H 6.873 3.507 -3.485
H 7.052 5.278 -3.570
H 7.911 3.981 -1.320
H 8.960 5.237 -2.032
*
```

---

Entry 2:
Molecular formula: C12H29N4O7PYb
Method: DFT, wB97M-V/def2-TZVPD

Values from the calculation:
Calculated total energy: -2719.928270 Eh
Kohn-Sham gap (alpha / beta): 0.1825 / 0.1833 Eh
ΔE to the lowest compared entry with this formula, charge and spin: 2.437 eV

```
! wB97M-V def2-TZVPD RIJCOSX def2/J DEFGRID3
* xyz 1 2
O 2.758 -0.460 -2.530
H 3.536 -0.879 -2.921
Yb 1.294 -0.261 -0.816
N 1.139 -0.022 1.901
N 2.194 -1.945 0.654
N -0.176 1.792 -0.542
N 0.576 0.922 -2.781
O 0.601 0.992 2.517
O -0.672 2.262 0.657
O 1.365 0.725 -3.831
O 2.303 -2.899 -0.154
C 1.782 -2.268 1.943
C 1.210 -1.176 2.641
C -0.681 2.464 -1.595
C -0.234 1.999 -2.886
C 0.619 -1.333 4.000
H -0.378 -1.797 3.946
H 0.527 -0.360 4.489
H 1.252 -1.986 4.611
C 1.694 -3.688 2.358
H 2.386 -4.270 1.744
H 0.680 -4.084 2.193
H 1.939 -3.816 3.416
C -1.677 3.571 -1.468
C -0.675 2.644 -4.161
H -1.783 3.860 -0.418
H -2.660 3.244 -1.853
H -1.360 4.442 -2.067
H -0.539 1.942 -4.985
H -0.107 3.558 -4.371
H -1.736 2.916 -4.094
H -0.126 1.787 1.381
H 2.219 0.123 -3.192
C 2.955 0.972 -0.710
H 3.182 0.476 0.198
H 2.351 1.856 -0.630
H 3.933 1.271 -1.256
O 2.630 3.171 2.570
H 2.222 4.046 2.497
H 1.851 2.548 2.626
C -2.575 -3.249 0.296
P -2.081 -1.557 -0.039
C -3.040 -0.961 -1.438
C -2.526 -0.587 1.408
O -0.594 -1.511 -0.321
H -3.504 -3.238 0.879
H -1.780 -3.752 0.863
H -2.738 -3.771 -0.656
H -4.098 -0.893 -1.152
H -2.672 0.028 -1.748
H -2.931 -1.671 -2.270
H -1.680 -0.544 2.105
H -2.787 0.433 1.103
H -3.388 -1.065 1.891
*
```

---

Entry 3:
Molecular formula: C12H29N6O3
Method: DFT, wB97M-V/def2-TZVPD

Values from the calculation:
Calculated total energy: -1028.396756 Eh
Kohn-Sham gap: 0.2566 Eh

```
! wB97M-V def2-TZVPD RIJCOSX def2/J DEFGRID3
* xyz 1 1
N -0.064 -3.970 1.655
C -1.087 -3.035 1.861
N -2.527 -3.216 1.354
C -3.150 -1.935 1.863
C -4.778 -1.780 1.527
C -5.487 -3.084 2.298
O -6.311 -3.952 1.704
N -2.217 -1.020 2.626
N -1.003 -1.692 2.615
H 0.009 -4.477 0.738
H 0.697 -4.155 2.360
H -5.093 -0.752 2.041
H -5.011 -1.774 0.378
H -5.161 -3.216 3.437
H -2.522 -0.119 3.057
H -0.138 -1.316 3.101
C 3.878 0.711 -0.295
C 4.034 -0.474 0.658
C 2.693 -1.085 1.130
O 1.990 -0.305 2.100
C 1.303 0.818 1.567
N 4.865 -0.059 1.796
H 3.627 1.643 0.220
H 4.818 0.895 -0.821
H 3.106 0.513 -1.046
H 4.572 -1.257 0.110
H 2.913 -2.040 1.623
H 2.038 -1.323 0.282
H 0.874 0.609 0.583
H 1.973 1.676 1.522
H 0.490 1.080 2.252
H 5.066 -0.880 2.371
H 4.283 0.523 2.405
C -1.979 2.940 -3.033
C -1.343 1.558 -3.180
C -0.162 1.300 -2.214
O 1.050 1.974 -2.559
C 1.070 3.356 -2.232
N -0.941 1.369 -4.581
H -1.400 3.730 -3.519
H -2.966 2.950 -3.502
H -2.106 3.204 -1.977
H -2.121 0.821 -2.946
H 0.074 0.230 -2.249
H -0.439 1.517 -1.174
H 0.548 3.564 -1.293
H 0.642 3.937 -3.048
H 2.113 3.669 -2.126
H -0.626 0.405 -4.703
H -0.093 1.921 -4.734
*
```

---

Entry 4:
Molecular formula: C12H29NOSi
Method: DFT, wB97M-V/def2-TZVPD

Values from the calculation:
Calculated total energy: -894.114591 Eh
Kohn-Sham gap: 0.3141 Eh
SMILES: CCN(CC)CCO[Si](CC)(CC)CC
ΔE to the lowest compared entry with this formula, charge and spin: 0.847 eV

```
! wB97M-V def2-TZVPD RIJCOSX def2/J DEFGRID3
* xyz 0 1
C -1.015 -1.363 -4.927
C 0.216 -1.123 -4.121
N -0.171 -0.859 -2.691
C -0.655 -1.969 -1.838
C 0.410 -2.344 -0.806
C -0.365 0.536 -2.220
C 0.404 0.837 -0.901
O -0.270 0.361 0.242
Si -0.068 0.988 1.832
C -1.506 2.077 2.183
C -2.885 1.475 2.039
C -0.181 -0.391 3.062
C 1.214 -0.883 3.404
C 1.501 1.976 2.130
C 2.758 1.316 1.632
H -1.518 -2.271 -4.564
H -0.848 -1.358 -6.016
H -1.742 -0.554 -4.772
H 0.910 -2.033 -4.187
H 0.833 -0.260 -4.429
H -0.855 -2.812 -2.470
H -1.629 -1.738 -1.366
H 0.489 -1.572 -0.060
H 1.378 -2.475 -1.279
H 0.163 -3.246 -0.273
H -0.053 1.219 -3.036
H -1.433 0.759 -2.125
H 1.383 0.282 -0.988
H 0.631 1.906 -0.738
H -1.331 2.520 3.174
H -1.431 2.935 1.510
H -3.009 1.080 1.039
H -2.923 0.616 2.712
H -3.752 2.070 2.303
H -0.849 -1.144 2.663
H -0.652 -0.044 3.983
H 1.177 -1.556 4.241
H 1.710 -1.347 2.553
H 1.819 -0.056 3.764
H 1.388 2.991 1.744
H 1.479 2.126 3.206
H 3.662 1.472 2.261
H 2.634 0.219 1.551
H 2.984 1.636 0.581
*
```

---

Entry 5:
Molecular formula: C12H30AgBr2N2O4
Method: DFT, wB97M-V/def2-TZVPD

Values from the calculation:
Calculated total energy: -6180.581533 Eh
Kohn-Sham gap (alpha / beta): 0.3056 / 0.1890 Eh
ΔE to the lowest compared entry with this formula, charge and spin: 1.045 eV

```
! wB97M-V def2-TZVPD RIJCOSX def2/J DEFGRID3
* xyz 0 2
Ag -23.690 -16.370 -8.861
Br -21.984 -14.243 -9.405
Br -22.450 -18.371 -7.517
C -26.167 -14.512 -10.397
O -25.121 -15.428 -10.498
C -25.047 -16.157 -11.740
C -23.611 -16.500 -11.999
N -22.973 -17.360 -10.972
C -21.508 -17.390 -11.156
C -21.096 -18.226 -12.383
O -21.497 -19.577 -12.259
C -20.683 -20.278 -11.343
H -26.310 -13.791 -11.206
H -26.077 -14.018 -9.434
H -27.135 -15.048 -10.341
H -25.361 -15.433 -12.501
H -25.829 -16.921 -11.722
H -23.059 -15.556 -12.012
H -23.399 -16.856 -13.012
H -23.218 -18.325 -11.201
H -21.071 -17.796 -10.245
H -21.112 -16.379 -11.257
H -20.054 -18.038 -12.665
H -21.604 -17.820 -13.264
H -19.606 -20.192 -11.514
H -20.977 -21.328 -11.338
H -20.831 -19.959 -10.303
C -26.443 -12.860 -4.438
O -26.379 -13.225 -5.798
C -25.037 -13.303 -6.254
C -24.567 -14.764 -6.214
N -25.172 -15.581 -7.265
C -26.048 -16.684 -6.714
C -26.608 -17.465 -7.896
O -25.590 -17.688 -8.863
C -25.701 -18.967 -9.466
H -27.454 -12.648 -4.103
H -25.831 -11.984 -4.186
H -25.989 -13.631 -3.802
H -24.358 -12.635 -5.724
H -25.028 -12.984 -7.303
H -24.719 -15.191 -5.213
H -23.470 -14.799 -6.194
H -25.847 -14.972 -7.713
H -26.814 -16.064 -6.243
H -25.477 -17.334 -6.059
H -27.520 -17.028 -8.310
H -26.876 -18.435 -7.462
H -25.980 -19.755 -8.765
H -24.790 -19.187 -10.008
H -26.529 -18.960 -10.189
*
```

---

Entry 6:
Molecular formula: C12H30AsF6MnN2O4
Method: DFT, wB97M-V/def2-TZVPD

Values from the calculation:
Calculated total energy: -4871.574603 Eh
Kohn-Sham gap (alpha / beta): 0.3459 / 0.3848 Eh
ΔE to the lowest compared entry with this formula, charge and spin: 0.536 eV

```
! wB97M-V def2-TZVPD RIJCOSX def2/J DEFGRID3
* xyz 1 6
Mn 0.611 0.301 0.005
As 1.535 -2.498 -2.508
F 0.359 -3.409 -1.654
F 2.735 -3.035 -1.415
F 2.678 -1.450 -3.250
F 0.286 -1.780 -3.461
F 1.193 -1.133 -1.339
F 1.793 -3.733 -3.602
C 1.923 -2.138 1.632
O 1.111 -0.960 1.631
C 1.079 -0.245 2.888
C 0.030 0.827 2.764
N 0.320 1.764 1.626
C 1.529 2.597 1.747
C 2.793 1.971 1.140
O 2.461 1.254 -0.043
C 3.617 0.950 -0.846
H 2.962 -1.843 1.433
H 1.550 -2.816 0.875
H 2.043 -2.616 2.607
H 2.109 0.081 3.038
H 0.791 -0.935 3.684
H -0.075 1.374 3.706
H -0.949 0.394 2.558
H -0.475 2.392 1.691
H 1.698 3.058 2.722
H 1.374 3.448 1.076
H 3.396 1.358 1.820
H 3.488 2.793 0.935
H 4.338 0.342 -0.296
H 4.087 1.878 -1.169
H 3.290 0.341 -1.686
C -5.442 -0.326 0.573
O -4.015 -0.381 0.526
C -3.544 -1.706 0.429
C -2.007 -1.675 0.329
N -1.486 -0.394 -0.242
C -1.813 -0.249 -1.680
C -1.239 1.053 -2.263
O -0.018 1.420 -1.659
C 0.441 2.711 -2.086
H -5.858 -0.885 -0.266
H -5.761 0.710 0.484
H -5.759 -0.714 1.543
H -3.987 -2.278 -0.392
H -3.801 -2.234 1.356
H -1.677 -2.521 -0.275
H -1.571 -1.773 1.323
H -2.189 0.179 0.240
H -2.892 -0.184 -1.831
H -1.413 -1.120 -2.196
H -2.011 1.816 -2.078
H -1.237 0.974 -3.354
H -0.309 3.485 -1.906
H 0.483 2.615 -3.176
H 1.426 2.945 -1.708
*
```